Computed, not measured: a structure of composition C21H24BBrNO5 in a non-equilibrium geometry, with wB97M-V/def2-TZVPD.

Computed properties:
- Total charge: -1
- Frontier orbital gap: 3.74 eV
- LUMO level: 0.032 Eh

XYZ file:
```
53
Properties=species:S:1:pos:R:3:forces:R:3:mulliken_charge:R:1
C 0.514 3.389 0.132 0.0 0.6 -4.1 0.6889
C 4.346 -2.158 0.262 -0.6 2.9 1.9 -0.8146
H 1.414 5.485 0.171 -1.9 -1.3 1.3 0.2770
H -2.063 2.349 -0.540 0.2 -2.2 -1.1 0.2128
O 3.363 -3.457 -1.769 -1.0 6.1 5.3 -0.6524
H -5.474 -1.300 3.225 1.3 -0.7 -2.1 0.2841
H -3.984 0.010 -1.504 0.7 1.0 2.0 0.1601
H 0.482 4.997 1.827 -0.1 0.2 -2.3 0.3003
C -3.523 0.574 -0.566 0.0 0.1 -1.1 -0.3025
H 0.776 2.031 2.077 -0.7 -0.1 -2.3 0.4563
H 4.513 0.357 6.136 1.1 -0.8 -3.1 0.3075
H -4.727 0.631 1.851 0.3 -1.7 -1.1 0.2793
H -4.302 1.379 -0.194 1.7 -1.3 -1.0 0.3938
B -1.814 -1.261 -3.179 -0.4 -0.2 0.0 0.7461
H -5.549 -0.384 0.483 1.9 0.0 1.3 0.2882
C -4.643 -0.370 1.248 -0.7 -0.3 0.6 -0.2999
O 3.253 1.218 1.952 -1.4 -6.7 -4.7 -0.5672
H 0.971 4.149 -1.671 -0.1 -1.0 0.7 0.2788
C 4.880 0.116 5.033 2.1 -5.0 -8.0 -0.3726
C 0.207 2.055 1.055 -0.8 0.2 -1.2 -0.9273
C 1.836 -0.158 0.165 -3.0 -0.9 -2.6 0.4339
H -5.395 -2.512 1.707 1.2 1.7 1.3 0.2398
O -3.328 -0.392 0.525 -2.7 1.4 0.0 -0.2947
C 0.702 -1.766 -1.970 -0.3 2.8 2.5 -0.6781
H -0.475 5.499 0.176 1.8 -1.3 1.3 0.2464
H 6.418 -0.210 1.769 -1.7 -0.9 1.4 0.3584
H -2.732 -4.558 -2.961 1.3 2.0 0.5 0.2230
H -1.559 -3.688 -1.631 -1.1 -0.4 -2.2 0.2426
O -1.928 -0.502 -4.453 0.9 -2.5 1.7 -0.5978
Br 3.251 2.957 -1.164 2.3 -0.1 -0.3 -0.7694
H -1.089 -3.614 -3.458 -2.0 -0.7 1.4 0.1951
H -1.300 -0.862 -5.146 -1.1 0.7 1.3 0.3219
C -0.667 -0.866 -2.038 3.8 1.1 3.0 0.4906
C -2.022 -3.659 -2.722 1.6 0.5 0.6 -0.5757
C 0.436 0.747 0.094 0.4 -2.0 -1.4 -0.1413
C -0.793 0.402 -0.986 2.7 -2.2 -0.4 0.4332
H 6.096 -1.991 2.292 -1.2 2.4 0.0 0.2983
N 0.819 3.214 -1.224 -3.0 0.8 5.6 -0.5767
H -2.350 1.582 -2.241 0.6 -0.7 2.5 0.2532
H -3.767 -1.996 2.616 -2.5 0.7 -0.7 0.2465
C 5.609 -0.902 2.260 -0.5 -0.6 0.4 -0.4509
H -0.954 2.065 1.329 2.4 -0.1 -0.6 0.2157
O -2.726 -2.372 -2.840 1.9 1.1 -1.5 -0.5010
C -2.159 1.315 -1.093 0.2 0.2 0.0 -1.0065
C 0.465 4.947 0.655 0.4 -0.8 -0.5 -1.1957
C 4.328 -0.987 1.229 -0.6 -3.3 -2.9 0.6201
H 0.836 -2.679 -2.711 -0.1 2.1 1.9 0.1601
C 3.091 0.138 1.178 1.3 3.7 2.6 0.9111
H 5.247 -2.928 0.317 -2.2 1.7 -0.2 0.1296
C -4.848 -1.634 2.272 0.8 0.1 -0.3 -0.9142
C 5.220 -0.530 3.808 -2.2 5.1 7.4 -0.2096
C 1.895 -1.435 -0.895 -1.6 0.9 -0.2 -0.1919
C 3.204 -2.431 -0.888 0.3 -2.7 -2.5 0.3470
```
Forces are in eV/Å.

Computed, not measured: a cluster of 2 separate species, C4H11NP in total in a non-equilibrium geometry, with wB97M-V/def2-TZVPD.

Computed properties:
- Total charge: +1
- Frontier orbital gap: 8.28 eV
- Relative energy (zero: lowest compared OMol25 entry of this formula, charge and spin): 100.45 kcal per mole
- LUMO level: -0.165 Eh

XYZ file:
```
17
Properties=species:S:1:pos:R:3:forces:R:3:mulliken_charge:R:1
H 0.284 1.042 1.758 -0.5 -1.2 0.2 0.2227
H 1.177 -1.371 -0.547 2.4 -0.4 -1.6 0.2874
N -1.270 0.774 -1.196 3.9 0.3 -0.4 -0.2091
H -1.266 1.782 -1.201 0.5 0.7 -0.9 0.3845
H -0.989 0.309 -2.134 -1.3 1.1 1.8 0.3946
H -1.343 0.536 1.530 -2.3 0.0 1.3 0.3980
H -0.599 -1.756 -0.860 1.2 0.7 0.1 0.3029
P 1.821 1.814 -0.786 -3.6 0.4 1.2 0.1242
C -0.210 0.342 -0.177 4.0 0.5 -3.3 0.1050
H 0.921 -1.472 1.868 0.2 0.2 -1.0 0.2711
H -0.706 -1.943 1.698 0.5 0.7 -1.3 0.2786
H 1.984 1.681 0.628 0.7 -0.3 -0.6 0.0761
H 2.780 1.052 -1.409 0.5 -1.2 0.3 0.0927
C -0.374 0.253 1.310 1.9 1.0 -1.2 -0.7120
C 0.059 -1.256 1.214 -1.1 0.2 1.7 -0.4047
C 0.206 -1.099 -0.398 -3.9 -1.2 3.4 -0.9137
H -2.116 0.621 -0.773 -3.3 -1.7 0.4 0.3017
```
Forces are in eV/Å.

Computed, not measured: the ion C6H6FN2 with charge +1 in a non-equilibrium geometry, with wB97M-V/def2-TZVPD.

Computed properties:
- Total charge: +1
- Frontier orbital gap: 8.29 eV
- Relative energy (zero: lowest compared OMol25 entry of this formula, charge and spin): 70.97 kcal per mole
- SMILES: N#C/[NH+]=C/CCC#CF
- LUMO level: -0.222 Eh

XYZ file:
```
15
Properties=species:S:1:pos:R:3:forces:R:3:mulliken_charge:R:1
C 3.010 -1.586 0.252 1.6 0.5 1.4 0.2970
H 0.068 1.236 -0.790 0.6 -0.5 -0.1 0.2891
H -1.608 1.450 0.855 0.3 1.4 0.0 0.4349
N 1.798 -1.238 -0.108 -2.3 -2.4 -3.0 -0.1322
N 4.100 -1.810 0.486 1.1 -0.4 0.3 -0.2108
H -2.155 -0.078 0.277 0.9 0.6 0.5 0.2452
C -0.144 0.219 -0.387 -1.3 1.9 -1.4 -0.6957
C -0.781 -0.206 1.819 -0.8 0.5 1.5 -0.5573
C -0.543 -0.399 2.972 0.3 -1.0 0.3 0.6069
C 1.031 -0.279 0.237 1.6 1.0 2.5 0.0399
F -0.264 -0.954 4.059 0.2 0.0 1.1 -0.2136
H -0.468 -0.374 -1.233 -0.1 -0.2 -0.1 0.3980
H 1.404 0.115 1.174 -0.1 1.1 -0.2 0.4855
C -1.244 0.478 0.671 -1.5 -2.8 -2.2 -0.3081
H 1.462 -1.949 -0.762 -0.4 0.5 -0.6 0.3209
```
Forces are in eV/Å.

| no. | E_tot (Ha) |
| --- | --- |
| 1 | -3843.77184 |
| 2 | -554.69365 |
| 3 | -441.14910 |